{
  "formula": "C3H10O2",
  "method": "ωB97M-V with the def2-TZVPD basis set",
  "smiles": "CCO.CO",
  "e_tot_ha": -270.7025,
  "e_homo_ev": -9.8849,
  "elements": ["C", "C", "O", "H", "H", "H", "H", "H", "H", "C", "O", "H", "H", "H", "H"],
  "xyz": [[2.30302, 0.10014, 1.18865], [1.10497, 0.47531, 0.32685], [-0.09652, 0.10356, 1.11504], [3.21635, 0.06509, 0.40167], [2.21758, -0.87835, 1.57335], [2.47972, 0.81637, 2.00573], [0.96996, 1.49057, 0.03223], [0.95757, -0.11885, -0.63560], [0.28723, -0.62121, 1.56197], [-2.36942, -0.04545, -1.02659], [-1.19470, -0.79191, -1.60037], [-3.14945, 0.46691, -1.74541], [-2.04392, 0.83517, -0.45084], [-2.98734, -0.63244, -0.37498], [-1.69504, -1.26492, -2.37169]]
}

=====

{
  "formula": "C3H10O3",
  "method": "ωB97M-V with the def2-TZVPD basis set",
  "smiles": "C=O.CC.OO",
  "e_tot_ha": -345.8678,
  "e_homo_ev": -10.0921,
  "elements": ["C", "O", "H", "H", "C", "C", "H", "H", "H", "H", "H", "H", "O", "O", "H", "H"],
  "xyz": [[1.87747, 1.39784, -1.07278], [0.90571, 1.85894, -0.49945], [2.90596, 1.67374, -0.80136], [1.77475, 0.70933, -1.92692], [-1.62455, -0.74406, 0.87147], [-2.10028, 0.34408, -0.08306], [-2.45886, -1.37270, 1.17815], [-0.89206, -1.39543, 0.39450], [-1.19574, -0.31058, 1.77351], [-1.28276, 1.00384, -0.36816], [-2.87007, 0.95580, 0.38403], [-2.50402, -0.09105, -0.99625], [1.90304, -0.32871, 0.42295], [1.85343, -1.70601, 0.05709], [0.93990, -0.00506, 0.46224], [2.76809, -1.98996, 0.20404]]
}

=====

{
  "formula": "C3H10O3",
  "method": "ωB97M-V with the def2-TZVPD basis set",
  "smiles": "C/C=C/O.O.O",
  "e_tot_ha": -345.9611,
  "e_homo_ev": -8.1543,
  "elements": ["C", "C", "C", "O", "H", "H", "H", "H", "H", "H", "O", "H", "H", "O", "H", "H"],
  "xyz": [[-0.60206, 1.71289, -1.13999], [-0.74293, 0.30633, -0.67074], [0.29109, -0.18055, 0.04274], [0.22228, -1.47769, 0.48305], [-0.31017, 1.90281, -2.17117], [0.26096, 2.17355, -0.61616], [-1.46887, 2.39620, -0.90441], [-1.67872, -0.23231, -0.58857], [0.83005, 0.54328, 0.65087], [0.99818, -1.71108, 1.00391], [-3.44912, -1.34697, 0.86413], [-4.10537, -1.43355, 1.56231], [-2.62415, -1.44564, 1.35045], [3.78951, -0.39893, 0.18224], [4.04453, -0.85231, -0.62526], [4.54478, 0.04398, 0.57660]]
}

=====

{
  "formula": "C3H10O3",
  "method": "ωB97M-V with the def2-TZVPD basis set",
  "smiles": "C=CCO.O.O",
  "e_tot_ha": -345.9652,
  "e_homo_ev": -9.8299,
  "elements": ["C", "C", "C", "O", "H", "H", "H", "H", "H", "H", "O", "H", "H", "O", "H", "H"],
  "xyz": [[-0.50129, -1.54475, -0.50341], [0.13143, -1.31717, 0.64189], [-0.26817, -0.28346, 1.65360], [-1.65769, -0.26068, 1.86870], [0.05791, -2.15115, -1.20478], [-1.37546, -0.95681, -0.74762], [1.20367, -1.51850, 0.68392], [0.01875, 0.73750, 1.37162], [0.23319, -0.36740, 2.61197], [-2.01126, -0.04817, 0.99781], [1.81489, 1.20185, -0.61152], [2.73483, 0.91814, -0.55701], [1.39417, 0.34991, -0.80900], [-0.84201, 1.41344, -1.70426], [-0.87961, 2.05494, -2.42728], [-0.05333, 1.77233, -1.26464]]
}

=====

For reference, gap between HOMO and LUMO by record: 10.84; 10.81; 8.78; 10.38 eV.
For reference, relative energy (zero: lowest compared OMol25 entry of this formula, charge and spin) by record: 182.1; 385.0; 140.1; 129.3 kJ/mol.